Entry one
Formula: C8H15NS
Source: the OMol25 dataset
Level of theory: ωB97M-V/def2-TZVPD

Results
highest occupied orbital energy = -8.29 eV
Kohn-Sham gap = 9.073 eV
SMILES = C=C(/N=C\SCC)C(C)C

```
25
C8H15NS (ωB97M-V/def2-TZVPD)
C 0.959 -1.614 0.493
C 0.227 -0.660 0.991
N -1.116 -0.611 1.107
C -2.122 -0.884 0.482
S -2.555 -1.053 -1.252
C -1.347 -0.307 -2.393
C -2.030 0.485 -3.571
C 0.895 0.499 1.802
C 1.947 0.202 2.952
C 1.666 1.353 0.861
H 0.612 -2.418 -0.135
H 1.989 -1.606 0.460
H -3.146 -0.711 0.933
H -0.669 0.316 -1.852
H -0.982 -1.141 -2.925
H -2.685 -0.189 -4.165
H -1.218 0.826 -4.183
H -2.583 1.268 -3.320
H 0.125 1.068 2.358
H 2.086 1.041 3.683
H 2.857 -0.208 2.647
H 1.459 -0.546 3.444
H 1.201 1.323 -0.176
H 2.753 1.093 0.759
H 1.678 2.471 0.998
```

Entry two
Formula: C8H15NS
Source: the OMol25 dataset
Level of theory: ωB97M-V/def2-TZVPD

Results
highest occupied orbital energy = -8.89 eV
Kohn-Sham gap = 9.584 eV
SMILES = [H]/N=C/C(C)=C(/CS)C(C)C

```
25
C8H15NS (ωB97M-V/def2-TZVPD)
H -3.796 0.836 1.442
N -2.916 1.321 1.122
C -2.210 0.508 0.488
C -0.842 0.915 0.056
C -0.856 2.341 -0.416
C 0.093 0.026 -0.280
C 1.583 0.701 -0.799
S 2.532 1.680 0.440
C 0.153 -1.462 0.157
C 1.171 -1.535 1.286
C 0.417 -2.391 -1.037
H -2.536 -0.505 0.193
H -1.573 2.641 -1.272
H 0.210 2.698 -0.736
H -1.140 3.087 0.413
H 1.439 1.180 -1.838
H 2.174 -0.104 -0.957
H 1.651 2.776 0.361
H -0.911 -1.735 0.518
H 2.161 -1.093 0.994
H 1.370 -2.645 1.544
H 0.743 -1.267 2.255
H 1.395 -2.363 -1.485
H 0.131 -3.474 -0.673
H -0.444 -2.137 -1.777
```

Which one sits at the bottom of the stability order? entry one does.

Entry one
Formula: H20KrO10
Source: the OMol25 dataset
Level of theory: ωB97M-V/def2-TZVPD

Results
highest occupied orbital energy = -10.48 eV
Kohn-Sham gap = 9.944 eV

```
31
H20KrO10 (ωB97M-V/def2-TZVPD)
Kr -0.990 -4.713 2.288
O 0.198 -1.176 1.588
H -0.227 -1.318 0.742
H 0.698 -0.368 1.473
O 2.321 -2.988 1.280
H 2.600 -3.201 2.170
H 1.642 -2.323 1.394
O -0.801 -1.867 -0.902
H -1.047 -1.019 -1.271
H -1.595 -2.179 -0.467
O 1.751 -4.943 -0.698
H 1.660 -4.521 -1.553
H 1.773 -4.218 -0.074
O -1.500 -1.603 3.893
H -1.116 -1.092 4.606
H -0.776 -1.743 3.283
O -2.929 -3.052 5.760
H -2.475 -2.661 5.013
H -3.665 -3.525 5.373
O -1.473 -7.306 4.584
H -1.491 -6.739 5.355
H -2.332 -7.189 4.179
O -4.759 -4.576 1.061
H -5.536 -4.663 0.508
H -4.281 -3.836 0.687
O -2.244 -9.043 1.892
H -2.070 -8.995 0.952
H -2.668 -8.211 2.100
O -3.743 -6.784 2.591
H -4.107 -5.965 2.252
H -4.506 -7.344 2.733
```

Entry two
Formula: H20KrO10
Source: the OMol25 dataset
Level of theory: ωB97M-V/def2-TZVPD

Results
highest occupied orbital energy = -10.51 eV
Kohn-Sham gap = 10.575 eV

```
31
H20KrO10 (ωB97M-V/def2-TZVPD)
Kr 0.223 -0.450 -0.178
O 2.833 0.344 1.760
H 2.459 -0.411 2.215
H 2.938 0.051 0.855
O -0.849 0.078 3.372
H -0.260 0.727 2.985
H -0.541 -0.019 4.273
O -3.371 -0.159 -1.455
H -3.699 -1.044 -1.298
H -4.153 0.357 -1.647
O -2.229 -2.288 2.497
H -3.080 -1.988 2.178
H -1.765 -1.485 2.735
O 1.082 2.270 2.652
H 1.660 1.844 2.019
H 1.619 2.375 3.436
O -1.268 0.286 -3.423
H -1.929 0.118 -2.752
H -0.967 -0.583 -3.687
O 3.649 -0.046 -1.018
H 3.291 -0.470 -1.798
H 4.558 -0.343 -0.980
O 1.425 -3.941 -0.889
H 0.904 -4.649 -1.269
H 1.036 -3.793 -0.027
O 0.224 2.631 -2.735
H -0.152 1.790 -2.995
H 1.070 2.664 -3.183
O -1.782 2.367 -0.489
H -0.916 2.302 -0.892
H -2.009 1.464 -0.264
```

Which one sits at the bottom of the stability order? entry one does.

Entry one
Formula: C2H4BFO
Source: the OMol25 dataset
Level of theory: ωB97M-V/def2-TZVPD

Results
highest occupied orbital energy = -9.33 eV
Kohn-Sham gap = 9.190 eV
SMILES = O=C=CF.B

```
9
C2H4BFO (ωB97M-V/def2-TZVPD)
O 3.474 1.763 0.051
C 2.890 0.751 -0.006
C 2.306 -0.414 0.087
F 1.989 -1.201 -0.936
H 1.932 -0.757 1.114
B -2.124 -0.647 0.682
H -1.934 -0.441 -0.419
H -1.354 -1.244 1.215
H -3.162 -0.199 0.965
```

Entry two
Formula: C2H4BFO
Source: the OMol25 dataset
Level of theory: ωB97M-V/def2-TZVPD

Results
highest occupied orbital energy (alpha / beta) = -10.85 / -10.85 eV
Kohn-Sham gap (alpha / beta) = 8.921 / 8.921 eV

```
9
C2H4BFO (ωB97M-V/def2-TZVPD)
B 1.077 0.511 -0.116
C -1.170 -0.705 0.157
C -0.355 0.499 0.023
O -2.354 -0.898 -0.139
F -1.135 1.566 -0.004
H 1.569 -0.414 0.540
H 1.654 1.481 -0.212
H -0.623 -1.643 0.570
H 1.338 -0.396 -0.819
```

Which one sits at the bottom of the stability order? entry one does.